(1)
{"formula": "C35H42AsIN2O4Rh", "method": "wB97M-V/def2-TZVPD", "symbols": ["H", "H", "H", "C", "C", "C", "H", "H", "C", "C", "H", "I", "C", "C", "H", "C", "Rh", "C", "H", "C", "O", "H", "H", "H", "As", "H", "H", "C", "O", "H", "H", "C", "C", "H", "H", "C", "H", "C", "C", "H", "H", "N", "C", "O", "H", "C", "C", "H", "H", "C", "C", "C", "C", "O", "H", "C", "H", "H", "H", "H", "H", "H", "H", "H", "H", "C", "C", "C", "C", "C", "H", "C", "H", "C", "H", "C", "C", "H", "H", "N", "H", "C", "H", "C", "H", "H"], "coordinates": [[1.2787, 3.7710, 4.3852], [3.3273, 2.8750, -0.8874], [-1.8325, 0.4997, 3.0925], [1.1251, 0.5820, 4.3789], [-4.6820, -0.5973, -0.5290], [5.0903, -4.1605, -1.4332], [1.6908, -3.5472, 1.2801], [0.8550, 1.4068, 5.0380], [-5.9376, -0.1952, -1.0264], [5.3443, -4.2331, -2.7937], [5.8239, -4.5185, -0.7292], [-2.1200, 2.8832, -1.4711], [-2.3268, -0.1016, -0.0552], [-0.0894, -4.5606, -1.4073], [-1.3968, 1.7698, 4.2469], [3.2163, -3.2113, -3.2402], [-0.5457, 1.0978, -0.2463], [0.2123, -5.0780, 1.2877], [1.6860, 0.2107, 2.3281], [-2.8581, 2.3769, 2.7724], [0.4482, 4.5457, -0.7873], [-1.5752, -6.0921, -1.3857], [-3.0818, 2.1938, 1.7179], [0.3156, -0.1460, 4.3896], [-0.0850, 2.0105, 2.0458], [0.3468, -5.2861, 2.3388], [-0.1959, -4.3990, -2.4683], [-0.7275, -5.7827, 0.5568], [2.4387, -1.5444, 0.6463], [4.5930, -3.8245, -4.7531], [-0.1200, 5.8329, -2.3233], [0.3849, 4.2451, 3.9790], [0.2249, 3.9298, 2.4968], [-6.7816, -0.8569, -0.8939], [-1.3307, -6.5431, 1.0305], [-1.6370, 1.5723, 3.1987], [-0.6143, 4.4858, 2.0669], [3.8956, -3.6430, -0.9757], [-4.4938, -1.8702, 0.0505], [2.4336, 5.1070, -0.8150], [1.8248, 4.3906, -2.3248], [0.7847, -2.0635, -2.3698], [1.4135, 1.0624, 2.9600], [1.5925, 1.8933, -1.4356], [-0.4816, 3.9203, 4.5544], [-3.5663, 0.2881, -0.6232], [1.7046, -1.5420, -0.3097], [6.2647, -4.6662, -3.1518], [-5.1119, 2.7996, -2.3473], [1.6043, -2.7114, -1.3709], [-4.9923, 1.8644, -1.8214], [-2.1948, -1.3574, 0.5140], [2.0536, 1.6987, -2.7588], [-0.6255, -0.2376, -2.3897], [2.4995, -2.8370, -3.9552], [-3.7764, 1.5106, -1.2884], [1.5445, 0.8262, -3.1603], [-2.6775, 3.4437, 2.9106], [-3.1452, -3.2193, 1.0060], [-3.7319, 2.0989, 3.3598], [1.1228, 4.2417, 1.9559], [-1.2460, -1.6773, 0.9347], [3.1367, 1.5236, -2.7656], [2.0145, 0.1051, 4.7874], [2.2721, 1.7431, 2.9546], [1.7725, 4.3307, -1.2280], [2.2394, 2.9528, -0.7627], [-0.8662, -5.5292, -0.7974], [0.2285, -0.9445, -1.8641], [0.9837, -4.1016, 0.6830], [3.7032, -3.5878, 0.0828], [2.9375, -3.1783, -1.8742], [-5.3268, -2.5554, 0.0649], [-6.0894, 1.0104, -1.6642], [0.4235, -2.5233, -3.1866], [-0.0663, 5.7839, -1.2305], [-3.2749, -2.2446, 0.5590], [0.4881, 5.3210, 4.1149], [-7.0515, 1.3162, -2.0475], [0.7916, -0.6433, -0.6581], [1.9869, 2.8272, 0.2982], [0.8293, -3.8214, -0.6687], [0.5492, 6.6113, -0.8645], [4.4038, -3.7561, -3.6930], [1.8293, 2.5523, -3.4057], [-1.0725, 5.8751, -0.8319]], "forces_ev_per_a": [[-0.04, 0.00, 0.08], [-0.10, -0.02, 0.04], [0.17, 0.14, -0.04], [-0.24, 0.23, -0.12], [0.36, -0.04, 0.02], [0.08, 0.00, -0.12], [0.06, 0.03, -0.01], [-0.01, -0.03, 0.07], [-0.10, 0.44, -0.28], [-0.09, 0.02, -0.07], [0.09, -0.05, 0.11], [-0.50, -0.95, 0.87], [1.54, 0.10, 0.84], [0.08, -0.06, 0.19], [0.19, -0.03, -0.19], [-0.17, -0.09, 0.35], [-0.05, -1.85, -2.32], [-0.10, -0.10, 0.07], [-0.06, 0.14, -0.07], [0.14, -0.01, -0.17], [-0.08, -0.30, -0.04], [-0.07, -0.05, -0.05], [-0.09, 0.06, 0.06], [0.00, -0.03, 0.06], [-0.52, -0.88, 0.88], [0.00, -0.01, 0.09], [-0.08, 0.02, -0.12], [0.00, -0.12, 0.00], [0.23, 0.26, 0.44], [0.03, 0.05, -0.12], [0.08, -0.02, -0.01], [-0.07, -0.48, -0.04], [-0.05, -0.03, -0.72], [-0.05, -0.06, -0.05], [-0.05, -0.04, 0.04], [-0.01, 0.01, -0.31], [0.12, -0.11, -0.04], [-0.22, 0.05, -0.02], [0.37, -0.16, 0.19], [-0.01, -0.10, -0.04], [0.01, 0.08, 0.12], [0.00, 0.01, -0.31], [0.14, -0.02, -0.51], [-0.34, 0.30, 0.45], [0.03, 0.01, 0.08], [0.44, 0.30, 0.10], [0.52, -1.21, -0.31], [0.11, -0.03, -0.05], [-0.02, 0.09, -0.01], [0.19, 0.51, 0.78], [0.82, 0.28, 0.18], [0.62, 1.09, -0.12], [0.09, -0.17, -0.37], [-0.82, 1.37, 0.45], [-0.04, 0.03, -0.07], [-0.25, 0.66, -0.40], [0.01, 0.03, 0.02], [-0.13, 0.05, -0.03], [0.05, -0.08, -0.02], [-0.01, 0.01, 0.01], [-0.16, -0.08, -0.08], [-0.02, 0.09, -0.06], [-0.12, 0.01, 0.07], [0.03, -0.03, -0.03], [-0.15, 0.01, -0.09], [0.26, -0.26, 0.06], [-0.05, 0.53, 0.03], [-0.04, -0.06, -0.07], [1.03, -0.87, 0.40], [0.06, 0.07, 0.03], [-0.03, -0.04, 0.11], [0.38, -0.08, -0.38], [-0.13, -0.07, 0.09], [-0.20, -0.55, 0.22], [-0.13, 0.08, 0.02], [-0.02, 0.17, 0.00], [-0.79, 0.00, -0.22], [0.01, 0.02, -0.06], [-0.05, -0.02, -0.03], [-2.13, 2.00, 0.70], [0.22, 0.07, -0.17], [-0.30, -0.23, -0.11], [-0.04, 0.03, -0.03], [0.24, -0.09, -0.02], [-0.02, -0.04, 0.07], [-0.06, 0.08, 0.08]], "homo_ev": [-10.736, -10.736], "total_charge": 1, "orbital_gap_ha": [0.23709, 0.23707], "molar_mass_g_mol": 859.463}

=====

(2)
{"formula": "C2HN3O4", "method": "wB97M-V/def2-TZVPD", "symbols": ["H", "O", "O", "N", "O", "C", "N", "C", "N", "O"], "coordinates": [[1.5344, 1.7189, -1.6538], [-2.1931, -0.9533, -0.7246], [0.3852, -1.2207, 2.5918], [-0.3042, 1.6904, -0.9283], [-1.1507, 2.5117, -0.4711], [-1.1978, -1.0145, -0.1150], [0.6607, 2.2725, -1.6227], [0.7439, -1.6078, 1.4725], [-0.1429, -1.0468, 0.3942], [1.6644, -2.3503, 1.0571]], "forces_ev_per_a": [[-1.25, -0.86, -0.10], [-1.81, -0.10, -0.75], [0.57, -0.47, -0.08], [1.84, 1.22, -0.31], [-0.16, -0.49, -0.69], [0.83, 0.13, 0.08], [-0.50, 0.60, 0.85], [-0.01, -0.25, -0.19], [1.46, -0.59, 0.65], [-0.97, 0.80, 0.53]], "homo_ev": 0.354, "relative_energy_kcal_mol": 16.7, "total_charge": -2, "orbital_gap_ha": 0.22837, "molar_mass_g_mol": 131.047}

=====

(3)
{"formula": "C3H8O2", "method": "wB97M-V/def2-TZVPD", "symbols": ["H", "H", "H", "C", "H", "C", "H", "C", "H", "O", "H", "H", "O"], "coordinates": [[-2.4163, 0.8064, 2.4222], [-1.7309, -0.0040, -0.4474], [-3.0328, 1.1064, 0.2761], [-1.1549, 2.0742, 0.2836], [-2.6873, -0.7553, 1.7578], [-1.9753, 0.8385, 0.3262], [5.6057, -3.4608, -3.6908], [-1.9828, 0.1002, 1.7318], [6.0423, -2.4950, -2.5861], [-1.0445, 2.8410, -0.6395], [-1.1235, -0.1009, 2.1987], [-0.6479, 2.4132, 1.3012], [6.1480, -3.3638, -2.9339]], "forces_ev_per_a": [[-0.49, 0.42, 0.37], [-0.34, 2.11, 0.86], [0.11, 0.22, -0.86], [1.07, 1.73, 1.30], [0.66, 0.33, -0.33], [-0.17, -3.58, 0.71], [-0.85, 0.10, -1.05], [-3.74, 1.62, -1.76], [-0.27, 0.96, 0.17], [-0.14, -0.70, 0.02], [3.78, -1.27, 1.05], [-0.74, -0.88, -1.36], [1.12, -1.06, 0.87]], "homo_ev": -9.973, "relative_energy_kcal_mol": 37.5, "smiles": "CCC=O.O", "orbital_gap_ha": 0.40402, "molar_mass_g_mol": 76.095}

=====

| no. | DFT total energy (hartree) |
| --- | --- |
| 1 | -4413.15690 |
| 2 | -541.98439 |
| 3 | -269.53519 |